# 1
An isolated molecule of C5H7NO at a distorted geometry, computed with wB97M-V/def2-TZVPD.

## Properties
energy = -324.581959 Eh
SMILES string = C1=N[C@H]2C[C@H]2CO1
E_HOMO = -9.239 eV
ΔE to the lowest compared entry with this formula, charge and spin = 89.43 kcal per mole
Kohn-Sham gap = 10.31 eV
largest force on an atom = 4.028 eV/A

Each line ends with the Mulliken charge.
CARTESIAN COORDINATES (ANGSTROEM)
N  0.90581  -1.35946  -0.21445  -0.521
H  -1.07048  -0.26833  1.45215  0.217
H  -1.33351  0.94680  -1.39566  0.393
H  -2.44308  -0.65358  0.30816  0.288
C  -0.71146  0.50755  -0.59288  -0.276
H  2.62096  -0.97269  0.83652  0.391
C  1.62076  -0.64974  0.54241  0.024
C  -1.39414  -0.36836  0.42037  -0.573
C  -0.41123  -0.93357  -0.58448  -0.056
O  1.26420  0.57773  1.07564  -0.357
H  1.38341  1.51734  -0.73880  0.332
H  -0.26852  1.83141  0.20596  0.426
C  0.67109  1.35061  0.06592  -0.650
H  -0.83381  -1.52570  -1.38084  0.363

=====

# 2
A cluster of 2 separate species, C7H16O in total at a distorted geometry, computed with wB97M-V/def2-TZVPD.

## Properties
energy = -351.498493 Eh
SMILES string = C=C(CC)CCC.O
E_HOMO = -9.055 eV
ΔE to the lowest compared entry with this formula, charge and spin = 34.80 kcal per mole
Kohn-Sham gap = 9.93 eV
largest force on an atom = 2.423 eV/A

Each line ends with the Mulliken charge.
CARTESIAN COORDINATES (ANGSTROEM)
C  -0.30302  -2.08835  -0.30640  -1.016
C  -0.25422  -0.76771  -1.03739  -0.818
C  -0.39273  2.57009  0.99483  -0.943
C  0.02122  1.12031  0.73165  0.658
C  -0.18326  3.45368  -0.25770  -1.027
H  0.59855  -5.06782  0.19474  0.314
H  -1.24633  -2.33826  0.19295  0.321
H  -0.18011  -2.85621  -1.07231  0.325
H  -0.72583  -0.82725  -2.02376  0.358
H  0.43417  -2.25814  0.48608  0.257
H  -1.47989  1.01361  -0.85280  0.460
H  -1.33797  2.69978  1.51291  0.396
H  1.93744  1.27981  1.80340  0.304
H  1.42302  -0.30967  1.16801  0.148
H  0.89575  3.65020  -0.32423  0.283
H  0.75941  -0.48218  -1.30296  0.443
H  -1.61413  -0.04659  0.50420  0.329
H  -0.63901  4.42444  -0.06147  0.325
C  1.18468  0.74690  1.24251  -0.974
C  -0.88056  0.36540  -0.19670  -0.441
H  -0.50137  3.03491  -1.21126  0.328
H  1.49477  -5.24545  -1.15345  0.308
H  0.34168  2.91783  1.73708  0.298
O  0.64773  -4.98936  -0.76794  -0.637

=====

# 3
A cluster of 14 separate species, C3H33NO14 in total at a distorted geometry, computed with wB97M-V/def2-TZVPD.

## Properties
energy = -1242.177929 Eh
E_HOMO = -10.246 eV
ΔE to the lowest compared entry with this formula, charge and spin = 63.83 kcal per mole
Kohn-Sham gap = 10.20 eV
largest force on an atom = 2.592 eV/A

Each line ends with the Mulliken charge.
CARTESIAN COORDINATES (ANGSTROEM)
O  -1.08142  -2.55225  -4.13069  -0.632
O  1.28118  -0.58247  -1.84258  -0.512
O  1.84158  -4.00009  1.26597  -0.661
C  -2.32194  -2.09868  2.87561  -0.997
H  0.49765  -0.01550  -1.98760  0.260
H  2.13849  -3.07783  1.04696  0.487
H  2.71679  -0.04996  2.06922  0.341
H  0.25556  0.15186  -5.22264  0.268
H  -2.85794  1.75319  -1.25350  0.367
H  -3.15637  2.88880  -2.28356  0.286
H  -0.33236  0.86392  4.24741  0.278
H  -2.21176  2.49459  2.00409  0.197
N  -2.03250  -1.14526  1.83335  -0.010
H  -1.85382  -3.04859  2.66038  0.383
H  -3.64178  0.40631  3.55040  0.339
H  4.09447  0.26706  -2.71546  0.308
H  1.91543  -0.57699  -2.56331  0.373
O  -2.00898  3.41220  1.79651  -0.695
H  2.88586  -1.21416  0.02816  0.305
H  0.18794  2.12780  1.57979  0.347
H  -1.94968  -1.79914  3.87422  0.286
O  0.06330  0.25460  3.62399  -0.626
H  -3.38721  -1.96437  3.15853  0.311
H  2.49548  -4.50386  0.77204  0.280
H  -1.24224  -1.36813  1.25968  0.175
O  -2.17669  0.78669  0.76893  -0.418
H  -4.49668  -0.29702  2.11366  0.491
C  -2.57506  0.06840  1.71181  0.668
O  -1.04076  0.43480  -1.62469  -0.562
H  4.92022  1.22727  -0.69188  0.286
H  3.53730  1.49602  -0.19437  0.248
H  1.32992  -1.46210  0.51674  0.272
H  4.00852  -0.61611  1.70533  0.291
O  3.40125  0.16468  -3.37424  -0.618
O  2.26435  -1.47489  0.70527  -0.692
H  -1.72495  -0.19924  -1.85173  0.266
H  0.40855  0.68668  2.81490  0.382
H  -1.24182  0.90110  -0.80516  0.378
C  -3.82242  0.47426  2.48048  -1.606
O  3.60980  0.24055  1.85858  -0.639
H  -4.06517  1.46407  2.10189  0.450
H  -1.46984  -1.76315  -4.50010  0.282
O  3.99885  1.01496  -0.88390  -0.545
H  0.57941  1.39894  -4.40632  0.304
H  -0.00489  1.16102  0.45569  0.048
H  3.39715  0.91502  -3.96910  0.272
O  -3.33104  2.57926  -1.39444  -0.620
H  -2.16118  3.59486  0.86773  0.349
H  -0.30430  -2.46406  -3.57597  0.346
O  0.98716  0.69373  -4.91965  -0.581
O  0.53903  1.30027  1.22647  -0.512